[1]
{
  "formula": "C30H23CuN3O2",
  "method": "the ωB97M-V functional and the def2-TZVPD basis",
  "gap_ev": [6.7, 6.6],
  "total_charge": 0,
  "spin_multiplicity": 2,
  "homo_ha": [-0.269, -0.268],
  "fmax_ev_per_a": 1.95,
  "elements": ["Cu", "C", "O", "C", "C", "C", "C", "C", "C", "N", "N", "C", "C", "O", "C", "C", "C", "C", "C", "C", "C", "C", "H", "H", "H", "H", "H", "H", "H", "H", "H", "H", "H", "H", "H", "N", "C", "C", "C", "C", "C", "C", "C", "C", "C", "C", "C", "C", "C", "H", "H", "H", "H", "H", "H", "H", "H", "H", "H"],
  "xyz": [[-1.528788, -0.662273, -0.341568], [-3.362488, 2.040427, -2.220668], [-2.216388, 1.254327, -2.001268], [-1.001288, 1.804627, -2.265968], [-0.795788, 3.113427, -2.667868], [0.486512, 3.562427, -2.937368], [1.571612, 2.714727, -2.799568], [1.383312, 1.403527, -2.405968], [0.102612, 0.932027, -2.127068], [-0.190788, -0.370473, -1.770068], [0.678712, -1.287073, -1.980468], [0.411512, -2.579373, -1.798768], [-0.891788, -3.070973, -1.426668], [-1.889488, -2.310273, -1.175968], [-1.073288, -4.486373, -1.362268], [-0.060588, -5.354073, -1.599968], [1.241312, -4.898273, -1.935968], [2.285012, -5.803773, -2.180068], [3.547412, -5.354973, -2.476168], [3.794312, -3.983073, -2.566468], [2.777312, -3.081073, -2.364868], [1.483412, -3.509873, -2.038468], [-3.361088, 2.458627, -3.232068], [-3.440588, 2.856627, -1.494968], [-4.205288, 1.364227, -2.097368], [-1.623388, 3.796327, -2.778168], [0.627812, 4.582027, -3.264768], [2.562412, 3.081727, -3.018768], [2.219712, 0.730527, -2.295568], [-2.070188, -4.828173, -1.124568], [-0.225488, -6.420973, -1.538168], [2.078912, -6.862873, -2.128468], [4.350912, -6.053673, -2.646568], [4.788512, -3.629673, -2.800768], [2.954812, -2.023673, -2.473068], [-1.429588, 0.053627, 1.263532], [-0.963888, 0.827527, 2.127332], [-0.989588, 0.454627, 3.563832], [-0.764188, -0.866173, 3.938632], [-0.778288, -1.224273, 5.272532], [-1.048788, -0.275473, 6.245232], [-1.292088, 1.036827, 5.877132], [-1.255088, 1.405427, 4.545032], [-0.389188, 2.157827, 1.794532], [0.769512, 2.617227, 2.414232], [1.284612, 3.856827, 2.080132], [0.630112, 4.654327, 1.156832], [-0.517788, 4.198127, 0.532832], [-1.017388, 2.947427, 0.837832], [-0.576188, -1.603373, 3.172032], [-0.577288, -2.247773, 5.551232], [-1.077788, -0.560973, 7.285832], [-1.508688, 1.781227, 6.628532], [-1.457588, 2.428627, 4.262532], [1.267512, 1.997327, 3.147032], [2.194212, 4.211727, 2.543032], [1.013412, 5.635927, 0.919532], [-1.017288, 4.830027, -0.187968], [-1.908088, 2.558727, 0.365332]],
  "forces_ev_per_a": [[-0.069, 0.069, -0.075], [-0.237, 0.142, -0.083], [0.134, -0.112, 0.102], [0.492, -0.281, 0.026], [-0.205, -0.025, -0.022], [0.093, -0.041, -0.014], [0.045, 0.191, -0.111], [-0.249, -0.072, 0.180], [0.482, 0.877, -0.589], [-0.002, -1.568, 0.690], [0.149, 1.716, -0.906], [-1.024, -0.533, 0.767], [0.339, 0.465, -0.165], [-0.118, -0.763, -0.073], [-0.093, -0.493, -0.177], [-0.456, 0.293, 0.074], [0.405, 0.304, -0.152], [0.150, 0.094, 0.020], [0.018, -0.156, -0.015], [-0.166, 0.105, 0.022], [0.179, 0.041, -0.109], [0.138, -0.351, -0.010], [-0.073, -0.064, 0.057], [0.033, -0.010, -0.019], [-0.034, 0.099, -0.032], [-0.112, 0.004, 0.001], [0.036, 0.075, 0.015], [0.123, -0.016, 0.020], [0.018, -0.078, -0.010], [-0.046, -0.041, 0.073], [-0.068, -0.086, 0.029], [-0.018, -0.124, 0.048], [0.075, -0.125, -0.024], [0.043, 0.027, -0.039], [0.059, 0.104, 0.065], [-0.073, 0.174, -0.022], [-0.095, 0.000, 0.189], [-0.048, -0.120, 0.368], [0.013, 0.085, -0.118], [-0.017, -0.096, 0.052], [0.001, -0.025, 0.036], [-0.037, 0.074, 0.100], [-0.007, -0.060, -0.106], [0.110, 0.186, -0.245], [-0.048, -0.076, -0.038], [0.087, 0.045, 0.060], [0.040, 0.101, -0.061], [-0.033, 0.157, -0.058], [-0.017, -0.149, 0.146], [0.045, -0.035, -0.074], [-0.013, -0.096, 0.052], [0.031, -0.014, 0.107], [-0.038, 0.048, 0.091], [0.055, 0.085, -0.029], [0.016, -0.019, 0.053], [0.050, -0.009, 0.068], [0.067, 0.064, -0.022], [-0.051, -0.019, -0.053], [-0.079, 0.030, -0.059]]
}

---

[2]
{
  "formula": "C4H11N2",
  "method": "the ωB97M-V functional and the def2-TZVPD basis",
  "gap_ev": 10.2,
  "total_charge": 1,
  "homo_ha": -0.530,
  "fmax_ev_per_a": 6.55,
  "de_lowest_ev": 6.006,
  "elements": ["C", "C", "C", "C", "N", "N", "H", "H", "H", "H", "H", "H", "H", "H", "H", "H", "H"],
  "xyz": [[-1.076948, 1.181895, -0.305115], [2.051017, -0.339989, 0.752690], [-2.360991, -0.774410, 0.601592], [2.841803, -0.021794, -0.379108], [-0.220590, 0.012679, -0.491117], [-1.188024, 0.054674, 0.611277], [-0.653966, 2.103039, 0.006339], [-1.894176, 1.372500, -0.893982], [0.924245, -0.212235, -0.118857], [1.985166, -1.347640, 1.016819], [1.780969, 0.203167, 1.634452], [-2.119784, -1.829430, 0.936086], [-3.238121, -0.610836, 1.273300], [-2.884814, -0.802117, -0.425295], [3.068783, -0.869618, -0.910290], [2.972371, 0.976469, -0.612089], [-0.622174, -0.645868, -1.224807]],
  "forces_ev_per_a": [[0.874, -1.239, 2.333], [3.636, 0.662, -1.554], [-1.778, -2.679, -1.721], [-3.641, -0.832, 5.383], [-2.227, -2.379, -1.338], [0.744, 2.294, 1.323], [0.868, 0.386, 0.683], [-1.703, -0.235, -2.130], [-1.612, 0.974, -0.921], [-0.141, -1.875, -0.074], [-0.190, 1.362, -0.197], [0.220, 1.105, -0.791], [1.296, 1.258, 0.004], [0.929, -0.165, 1.072], [1.012, -1.350, -1.836], [0.744, 1.683, -0.895], [0.969, 1.031, 0.658]]
}

---

[3]
{
  "formula": "C25H32AsPRuSSi2",
  "method": "the ωB97M-V functional and the def2-TZVPD basis",
  "gap_ev": [6.7, 5.7],
  "total_charge": 1,
  "spin_multiplicity": 2,
  "homo_ha": [-0.387, -0.397],
  "fmax_ev_per_a": 1.24,
  "de_lowest_ev": 0.105,
  "elements": ["Ru", "C", "C", "C", "C", "C", "C", "P", "C", "C", "C", "C", "C", "C", "C", "C", "C", "C", "C", "C", "H", "H", "H", "H", "H", "H", "H", "H", "H", "H", "H", "H", "H", "H", "C", "Si", "C", "C", "As", "Si", "C", "C", "C", "H", "H", "H", "H", "H", "H", "H", "H", "H", "H", "H", "H", "H", "H", "H", "H", "H", "H", "S", "C"],
  "xyz": [[0.780741, 0.114751, 0.449998], [-1.727230, 1.133453, 6.349652], [-0.388243, 0.853075, 6.582981], [0.462363, 0.589565, 5.518937], [-0.037013, 0.615128, 4.218958], [-1.384392, 0.883347, 3.985818], [-2.225854, 1.147778, 5.053387], [1.051618, 0.378017, 2.803657], [2.612563, -0.321900, 3.377412], [3.710489, 0.482887, 3.667574], [4.906972, -0.100783, 4.058985], [5.007381, -1.480579, 4.163877], [3.911205, -2.285839, 3.880017], [2.716779, -1.708837, 3.482179], [1.390061, 2.042485, 2.148292], [1.451205, 3.258242, 2.822618], [1.524584, 4.416091, 2.067137], [1.466108, 4.360902, 0.668826], [1.305649, 3.157936, 0.003419], [1.273077, 1.981679, 0.752638], [-2.387793, 1.335235, 7.182327], [-0.004815, 0.835857, 7.594285], [1.505771, 0.362966, 5.698869], [-1.769296, 0.887555, 2.971919], [-3.272171, 1.358016, 4.877063], [3.638608, 1.559813, 3.578531], [5.760859, 0.524682, 4.283115], [5.942817, -1.931789, 4.467216], [3.988735, -3.361523, 3.963583], [1.865725, -2.336948, 3.244068], [1.436197, 3.293794, 3.905471], [1.597404, 5.377963, 2.556991], [1.504423, 5.283796, 0.104593], [1.188663, 3.130547, -1.072689], [3.529240, 0.853029, -3.705711], [4.169733, 0.385116, -2.020627], [4.635547, 1.855692, -0.980323], [5.580089, -0.830908, -2.100969], [2.447618, -0.803864, -0.881291], [1.556392, -2.572329, -2.193760], [2.955043, -3.507850, -2.998215], [0.421132, -1.810348, -3.465324], [0.611505, -3.651390, -0.995246], [4.319377, 1.344271, -4.279539], [2.686599, 1.542219, -3.632324], [3.206875, -0.024988, -4.268067], [5.447964, 2.398674, -1.471029], [4.990506, 1.533107, 0.000663], [3.807090, 2.547669, -0.834375], [6.413531, -0.376820, -2.643973], [5.311488, -1.754547, -2.613868], [5.931319, -1.083012, -1.098886], [3.473149, -2.894749, -3.737973], [2.562860, -4.386777, -3.516123], [3.683349, -3.852247, -2.262119], [0.980837, -1.315308, -4.260510], [-0.250410, -1.078747, -3.014246], [-0.188152, -2.593428, -3.924771], [1.291821, -4.263552, -0.400923], [-0.054381, -4.321738, -1.544100], [-0.004990, -3.066683, -0.308196], [-2.244112, 0.634830, -0.847814], [-0.836575, 0.422683, -0.263262]],
  "forces_ev_per_a": [[1.075, -0.609, 0.096], [0.020, -0.004, 0.013], [-0.007, -0.002, -0.015], [-0.026, -0.008, -0.017], [-0.029, -0.202, -0.030], [0.009, 0.024, 0.002], [-0.019, 0.001, -0.015], [0.179, 0.449, 0.164], [-0.053, -0.080, 0.027], [0.008, 0.000, -0.013], [0.007, 0.010, 0.012], [-0.004, -0.011, 0.006], [-0.028, 0.019, 0.005], [0.015, 0.009, 0.033], [-0.329, 0.026, 0.122], [0.225, 0.039, -0.063], [-0.024, 0.011, -0.075], [0.004, 0.003, 0.095], [0.032, -0.078, -0.087], [-0.219, 0.160, 0.230], [0.000, 0.000, -0.001], [0.000, 0.000, 0.000], [-0.001, 0.000, 0.009], [-0.004, -0.001, 0.003], [0.002, 0.000, -0.003], [-0.001, -0.004, -0.010], [0.002, -0.004, -0.002], [-0.001, 0.003, 0.002], [0.009, 0.001, -0.003], [0.004, -0.005, 0.000], [0.022, 0.011, -0.002], [0.004, -0.003, 0.004], [0.000, -0.004, -0.011], [-0.005, 0.023, 0.003], [-0.017, -0.006, 0.007], [0.030, 0.050, 0.064], [0.005, -0.018, -0.011], [0.000, 0.010, -0.014], [-0.288, -0.034, -0.172], [-0.052, -0.030, -0.040], [0.009, 0.013, 0.019], [0.008, -0.028, 0.009], [0.006, 0.019, -0.007], [0.007, 0.001, 0.009], [-0.011, -0.017, -0.006], [-0.003, 0.009, -0.004], [0.006, -0.004, 0.011], [-0.011, 0.012, 0.003], [-0.009, -0.003, -0.008], [0.003, -0.006, 0.006], [-0.005, 0.005, -0.002], [-0.004, -0.010, -0.008], [0.003, -0.006, 0.003], [-0.015, 0.006, 0.001], [0.003, -0.005, -0.011], [0.001, 0.027, 0.021], [-0.010, -0.008, 0.004], [0.011, 0.004, -0.014], [-0.004, 0.021, 0.023], [0.016, -0.018, 0.008], [-0.020, 0.011, -0.022], [0.069, -0.053, -0.018], [-0.597, 0.284, -0.333]]
}

---

[4]
{
  "formula": "C3H14N5",
  "method": "the ωB97M-V functional and the def2-TZVPD basis",
  "gap_ev": 8.1,
  "total_charge": 1,
  "homo_ha": -0.437,
  "fmax_ev_per_a": 2.70,
  "de_lowest_ev": 1.616,
  "elements": ["N", "C", "C", "N", "H", "H", "H", "H", "H", "H", "H", "H", "H", "N", "C", "N", "N", "H", "H", "H", "H", "H"],
  "xyz": [[-0.072403, -2.201230, -2.358988], [0.652715, -0.899624, -2.343191], [0.123084, -0.062463, -1.163636], [0.744926, 1.306714, -1.235744], [-0.084474, -2.625848, -1.412490], [-1.070295, -2.056653, -2.606606], [0.250598, -2.889331, -3.059048], [1.737250, -1.078531, -2.210726], [0.457877, -0.426522, -3.325838], [-0.975572, -0.069693, -1.117332], [0.438132, -0.549564, -0.252758], [0.206976, 1.810239, -1.932693], [0.589787, 1.777669, -0.321760], [0.966897, 0.568229, 2.143825], [-0.401367, 0.662085, 1.959046], [-1.051610, -0.577248, 1.798256], [-1.066551, 1.774839, 1.726775], [1.429066, 1.438655, 2.482234], [1.329362, -0.305396, 2.416592], [-0.670883, -1.400101, 2.268623], [-2.063988, -0.471222, 1.836214], [-0.469218, 2.547192, 2.003406]],
  "forces_ev_per_a": [[-1.173, -0.936, -0.006], [0.411, 1.071, -0.135], [0.679, 0.922, -0.411], [-0.919, -1.272, 0.610], [0.180, 0.069, -0.618], [0.521, 0.124, 0.281], [0.274, 0.328, 0.502], [-0.662, -0.003, -0.229], [0.247, -0.194, 0.566], [0.038, 0.131, -0.249], [0.227, -0.013, 0.312], [0.131, 0.350, 0.115], [0.048, -0.473, -0.942], [-0.448, 2.020, 0.115], [-1.110, 1.064, -0.880], [0.145, 0.437, 0.041], [1.081, -2.295, 0.913], [-0.434, -1.447, -0.378], [0.641, -0.709, 0.609], [-0.333, 0.674, -0.053], [0.462, -0.170, 0.134], [-0.005, 0.319, -0.298]]
}

---

[5]
{
  "formula": "C4H4Cl2S2",
  "method": "the ωB97M-V functional and the def2-TZVPD basis",
  "gap_ev": 7.8,
  "total_charge": 0,
  "homo_ha": -0.328,
  "fmax_ev_per_a": 6.99,
  "de_lowest_ev": 2.204,
  "elements": ["S", "C", "C", "S", "C", "Cl", "C", "Cl", "H", "H", "H", "H"],
  "xyz": [[-0.158465, -1.426061, -2.369633], [0.028953, -0.701221, -0.834858], [1.421382, -0.587012, -0.094830], [1.964461, 0.810020, 0.605408], [-0.902048, -0.063380, 0.124355], [-1.380296, -1.100950, 1.451693], [-1.517202, 1.203196, 0.117473], [-1.565193, 2.329673, -1.072410], [2.201483, -0.900765, -0.782160], [1.153602, -1.506631, 0.590504], [1.043601, 0.608036, 1.473949], [-2.290279, 1.335096, 0.790510]],
  "forces_ev_per_a": [[-0.043, 1.619, 3.448], [1.648, 0.434, -1.722], [-1.815, -6.121, -2.837], [1.392, 2.863, 1.003], [-3.196, 2.814, -0.850], [0.263, 0.079, -0.141], [1.887, -5.301, -0.182], [0.631, 1.321, -1.708], [-0.141, -0.520, -0.218], [1.347, 1.608, -0.565], [-0.978, 0.889, 1.941], [-0.995, 0.315, 1.833]]
}